# 1
Molecular formula: C2H8NO
Method: DFT, the ωB97M-V functional and the def2-TZVPD basis

Its total charge is -1. The value obtained for the orbital gap is 6.978 eV. The value obtained for the largest force on an atom is 1.33 eV/A.

Atoms and positions in Å:
O 1.6813 -1.2161 1.1373
H 1.4283 -1.6772 1.9442
C -1.1216 -0.0824 -1.4033
N -0.5523 -0.0129 -0.0806
C -0.1277 1.3115 0.2700
H -0.4634 0.4772 -2.1072
H -1.2445 -1.1283 -1.6792
H -2.0814 0.4414 -1.4122
H 0.1703 -0.6752 0.2489
H 0.7311 1.6543 -0.3675
H 0.0667 1.3652 1.3344
H -0.8362 2.0956 -0.0308

# 2
Molecular formula: C2H8NO
Method: DFT, the ωB97M-V functional and the def2-TZVPD basis

Its total charge is +1. The value obtained for the orbital gap is 11.475 eV. The value obtained for the largest force on an atom is 3.39 eV/A.

Atoms and positions in Å:
N -1.1011 1.4797 -1.1797
H -2.1324 1.3899 -1.2352
H -0.7029 1.4927 -2.0913
H -0.9224 2.4528 -0.8047
H -0.8745 0.6890 -0.3862
O -0.9060 -0.5001 0.5637
C -0.0055 -1.1358 1.1146
C 1.4287 -1.0754 0.5865
H -0.2047 -1.8305 1.9598
H 1.8525 -2.0403 0.7346
H 2.0590 -0.3158 1.1738
H 1.5093 -0.6063 -0.4358

# 3
Molecular formula: C2H8NO2
Method: DFT, the ωB97M-V functional and the def2-TZVPD basis

Its total charge is -1. The value obtained for the orbital gap is 8.375 eV. The value obtained for the largest force on an atom is 2.72 eV/A.

Atoms and positions in Å:
C 2.0806 -0.5432 -0.7174
O 0.8626 -0.8339 -1.3461
H 2.1143 0.3406 -0.0692
H 2.9632 -0.2099 -1.3239
H 2.4098 -1.5622 -0.1073
N -1.6691 0.2340 1.5727
C -1.7235 0.3381 0.0372
O -0.5754 0.9537 -0.3844
H -1.2424 1.1920 1.8279
H -0.7861 -0.2305 1.8386
H -2.5669 1.0686 -0.0874
H -1.9273 -0.6711 -0.3885
H 0.0603 -0.0760 -0.8520

# 4
Molecular formula: C2H8NO2
Method: DFT, the ωB97M-V functional and the def2-TZVPD basis

Its total charge is +1. The value obtained for the orbital gap is 10.954 eV. The value obtained for the largest force on an atom is 7.31 eV/A.

Atoms and positions in Å:
O 0.3238 1.7639 0.9438
C -0.6710 1.1871 1.3926
C -0.6700 -0.3070 1.2190
N 0.0030 -0.8316 -0.0185
H -1.5615 1.6752 1.7701
H -0.2869 -1.0372 2.1647
H -1.7411 -0.5947 1.3282
H 0.6685 -1.5176 0.1093
H -0.7760 -1.0061 -0.6932
H 0.4898 0.1460 -0.3882
H 1.3761 -0.3442 -3.1211
H 1.4645 0.8957 -2.5277
O 1.3809 -0.0293 -2.1790

# 5
Molecular formula: C2H8NO2
Method: DFT, the ωB97M-V functional and the def2-TZVPD basis

Its total charge is +1. The value obtained for the orbital gap is 11.681 eV. The value obtained for the largest force on an atom is 4.15 eV/A.

Atoms and positions in Å:
C -0.6061 -1.2305 -0.2250
C -0.5986 0.1482 0.0620
N -0.5207 0.6536 1.2983
O -0.7990 1.0820 -0.8446
O 1.8720 0.4501 -0.0823
H -1.4553 -1.7523 -0.7512
H 0.0877 -1.4738 -1.0646
H -0.4742 -1.8409 0.6833
H -0.3696 1.6690 1.4670
H 1.9327 0.0606 -1.0029
H -0.3502 0.2216 2.1862
H -1.1302 0.7202 -1.7746
H 2.4116 1.2923 0.0485

# 6
Molecular formula: C2H8NO2
Method: DFT, the ωB97M-V functional and the def2-TZVPD basis

Its total charge is +1. The value obtained for the orbital gap is 12.287 eV. The value obtained for the largest force on an atom is 2.90 eV/A.

Atoms and positions in Å:
C -0.4979 1.8832 1.0887
N -0.7692 1.0018 -0.1369
H -0.4011 1.2589 1.9534
H -1.3321 2.5711 1.0722
H 0.5866 2.2462 1.0435
H -0.0385 0.1978 -0.1377
H -1.6248 0.4620 -0.0390
H -0.8368 1.5470 -0.9935
O 0.1777 -1.4005 -0.2529
C 0.6493 -2.3092 -0.9482
O 1.8691 -2.7545 -0.6678
H -0.0508 -2.7825 -1.6236
H 2.2686 -1.9214 -0.3582

# 7
Molecular formula: C2H8NO2
Method: DFT, the ωB97M-V functional and the def2-TZVPD basis

Its total charge is +1. The value obtained for the orbital gap is 12.584 eV. The value obtained for the largest force on an atom is 1.14 eV/A.

Atoms and positions in Å:
C -1.5590 0.8330 1.6074
N -0.3211 1.4514 1.0754
H -1.4439 -0.2170 1.8849
H -1.9396 1.3456 2.4836
H -2.2903 0.8391 0.7996
H 0.1299 0.8531 0.3273
H 0.3546 1.7490 1.7748
H -0.6145 2.2898 0.5752
O 0.7749 0.2733 -1.0619
C 0.9427 -0.8865 -1.3510
O 0.3894 -1.8369 -0.6161
H 1.5817 -1.2325 -2.1720
H 0.5149 -2.6982 -1.0460

# 8
Molecular formula: C2H8NO2P
Method: DFT, the ωB97M-V functional and the def2-TZVPD basis

Its total charge is 0. The value obtained for the orbital gap is 9.943 eV. The value obtained for the largest force on an atom is 2.92 eV/A. Its structure (SMILES) is COPOCN.

Atoms and positions in Å:
C -0.8788 1.8507 0.2342
C 1.2492 -2.3336 -0.5896
N -2.1777 1.4284 -0.1330
O -0.0367 0.8709 0.8397
O 1.3013 -1.3518 0.4636
P 1.3226 0.2796 0.2047
H -1.0541 2.7019 0.9786
H -2.1891 0.6671 -0.8270
H -0.5062 2.3378 -0.7327
H 1.3363 -3.3462 -0.1295
H 1.9437 -2.2126 -1.4415
H 0.1700 -2.3253 -0.9452
H -2.5777 1.1134 0.7552
H 2.0972 0.3197 1.3225

# 9
Molecular formula: C2H8NO3
Method: DFT, the ωB97M-V functional and the def2-TZVPD basis

Its total charge is +1. The value obtained for the orbital gap is 11.460 eV. The value obtained for the largest force on an atom is 3.12 eV/A.

Atoms and positions in Å:
O 0.1567 0.6704 -1.0513
C -0.1730 -0.1168 -0.2240
O 0.5146 -0.6189 0.8252
C -1.6518 -0.4934 -0.0551
N -2.3733 0.7696 -0.3034
H 1.5021 -0.4108 0.6828
H -1.8447 -0.7664 1.0171
H -2.0006 -1.2527 -0.7638
H -3.4348 0.5042 -0.5223
H -1.9718 1.1201 -1.1736
H -2.2164 1.4608 0.4807
H 3.7729 0.4452 0.6419
H 3.2700 -0.6425 -0.2273
O 3.1392 -0.3245 0.6839

# 10
Molecular formula: C2H8NO4
Method: DFT, the ωB97M-V functional and the def2-TZVPD basis

Its total charge is -1. The value obtained for the orbital gap is 8.347 eV. The value obtained for the largest force on an atom is 0.54 eV/A.

Atoms and positions in Å:
C -1.5568 0.8141 0.4033
N -0.6455 -0.1146 1.0340
C 0.3273 0.4869 1.9045
O 1.5511 0.3669 1.5709
O -0.1164 1.0736 2.8989
H -2.2056 1.2692 1.1391
H -2.1370 0.3060 -0.3565
H -1.0494 1.6575 -0.0902
H -0.2095 -0.7228 0.3551
H -0.5085 -1.8912 -2.0854
H 0.9894 -1.4843 -2.0672
O 0.3358 -2.0671 -2.5092
H 1.8140 -0.1143 0.0401
H 1.6450 0.6634 -1.2668
O 1.7660 -0.2434 -0.9706